Here is a structure of composition C34H28Cl2N4O4S2W from OMol25. Energies are from ωB97M-V with the def2-TZVPD basis set.

Results
Spin multiplicity: 3
HOMO-LUMO gap (spin up / spin down), Ha: 0.23537 / 0.24358
Net charge: +2
M, g/mol: 875.502
Expectation value of S²: 2.02
LUMO level (spin up / spin down), eV: -6.33 / -6.22

Each line ends with the Mulliken spin population.
Positions of all 75 atoms, in Å:
1 W -0.28758 0.58064 0.64613  1.872
2 Cl -0.58319 4.87604 -4.72226  0.000
3 C -0.91584 4.14095 -3.20241  0.005
4 C -0.03219 3.18286 -2.72493  -0.010
5 C -0.33378 2.54923 -1.53500  -0.018
6 N 0.47801 1.58869 -0.87072  -0.056
7 C 1.87275 1.58259 -1.01551  -0.052
8 O 2.49759 1.73207 -2.02723  0.000
9 C 2.53624 1.37767 0.32179  0.060
10 C 3.90218 1.40421 0.47747  -0.005
11 C 4.41322 1.27250 1.76508  0.012
12 C 3.54136 1.11174 2.82965  -0.008
13 C 2.17723 1.06686 2.58606  0.037
14 N 1.68649 1.20286 1.35329  0.035
15 C -1.48056 2.87540 -0.79646  0.029
16 C -2.35181 3.84347 -1.27379  0.005
17 C -2.06452 4.46394 -2.48265  -0.006
18 Cl -3.18080 5.62398 -3.08986  -0.001
19 N -1.56745 2.14887 0.40792  -0.059
20 C -2.52834 2.38873 1.36092  0.024
21 O -3.42487 3.19718 1.31509  0.035
22 C -2.37622 1.48373 2.56056  0.036
23 C -3.26900 1.54966 3.61128  -0.012
24 C -3.08529 0.69451 4.68589  0.020
25 C -2.02536 -0.20263 4.67068  -0.016
26 C -1.18275 -0.22743 3.57797  0.022
27 N -1.35919 0.60383 2.53810  -0.032
28 H 0.84956 2.92688 -3.29171  0.000
29 H 4.52957 1.54877 -0.39106  0.000
30 H 5.48147 1.30749 1.93262  0.000
31 H 3.90157 1.02259 3.84458  0.000
32 H 1.46214 0.92919 3.38609  -0.008
33 H -3.23607 4.12245 -0.72486  0.002
34 H -4.07195 2.27150 3.56164  0.001
35 H -3.76317 0.72255 5.52851  0.000
36 H -1.85565 -0.88542 5.49081  0.000
37 H -0.35758 -0.92301 3.49993  0.008
38 O -1.80314 -0.66487 -0.02892  0.053
39 S -2.92499 -0.86560 -1.08577  0.009
40 C -2.75238 -2.63228 -1.45617  0.001
41 C -1.33363 -3.17771 -1.29388  0.003
42 C -1.04955 -3.64458 0.13512  -0.003
43 C 0.43580 -3.79512 0.45064  0.005
44 S 1.28473 -2.23223 0.19775  0.008
45 O 0.57658 -1.28695 1.21411  -0.015
46 C 2.87324 -2.53878 0.87905  0.008
47 C 3.03755 -2.92508 2.20894  0.003
48 C 4.31715 -3.12897 2.68593  0.001
49 C 5.41222 -2.95346 1.84051  0.000
50 C 5.23819 -2.56320 0.52276  0.000
51 C 3.95678 -2.34307 0.03257  -0.002
52 C -2.46727 -0.06834 -2.58387  0.022
53 C -1.40959 -0.44384 -3.41448  -0.007
54 C -1.20059 0.25830 -4.58525  0.002
55 C -2.03359 1.32174 -4.92616  -0.001
56 C -3.07983 1.69262 -4.09798  0.000
57 C -3.30250 0.99586 -2.91885  -0.004
58 H -3.15184 -2.74900 -2.46370  0.001
59 H -3.44433 -3.12121 -0.76810  -0.001
60 H -0.61619 -2.40815 -1.57821  -0.001
61 H -1.19367 -3.99912 -1.99816  0.000
62 H -1.52660 -4.60956 0.31561  0.000
63 H -1.47532 -2.93966 0.84961  0.001
64 H 0.95149 -4.50951 -0.19656  0.001
65 H 0.59361 -4.09104 1.48832  -0.001
66 H 2.18052 -3.05443 2.85804  0.001
67 H 4.47098 -3.43465 3.71176  0.000
68 H 6.41034 -3.12856 2.21954  0.000
69 H 6.09372 -2.43314 -0.12554  0.000
70 H 3.80059 -2.03202 -0.99361  0.000
71 H -0.76469 -1.27659 -3.17484  -0.003
72 H -0.39040 -0.02551 -5.24309  0.000
73 H -1.86056 1.86443 -5.84624  0.000
74 H -3.72483 2.51863 -4.36674  0.000
75 H -4.12419 1.26948 -2.26777  0.000


Here is the ion C5H12N4S2 with charge +2 in a non-equilibrium geometry from OMol25. Energies are from ωB97M-V with the def2-TZVPD basis set.

Results
HOMO-LUMO gap, Ha: 0.31547
Energy relative to the best compared isomer or geometry (same formula, charge and spin), eV: 0.000
Net charge: +2
M, g/mol: 192.313
LUMO level, eV: -8.30

Each line ends with the natural charge from an NBO analysis.
Positions of all 23 atoms, in Å:
1 C -1.76226 -0.18469 -0.42392  0.309
2 C -0.49957 1.86952 -0.09486  0.693
3 C 3.21090 -0.15171 0.25034  -0.679
4 C -2.78668 -2.67146 0.07821  -0.797
5 C 2.11688 -1.10987 0.01055  -0.452
6 N -0.66035 -0.94414 -0.55370  -0.785
7 N -1.68061 1.20632 -0.30720  -0.594
8 N 0.63265 1.30331 -0.50227  -0.745
9 N -0.48044 3.15589 0.28200  -0.739
10 S -3.27466 -1.00006 -0.13048  0.510
11 S 0.68516 -0.36585 -1.09902  1.288
12 H 3.63602 0.35583 -0.53808  0.245
13 H 2.78336 0.67223 0.98202  0.204
14 H 4.06998 -0.52123 0.90538  0.316
15 H -2.12583 -3.06244 -0.87305  0.277
16 H -3.67329 -3.29236 0.17026  0.295
17 H -2.10782 -2.79218 0.92888  0.261
18 H 1.49329 -1.44583 0.93980  0.270
19 H 2.40813 -1.96807 -0.59222  0.268
20 H -2.55963 1.68078 -0.25298  0.463
21 H 1.50948 1.80269 -0.33765  0.461
22 H -1.29875 3.72438 0.60985  0.464
23 H 0.36406 3.73895 0.54814  0.466